The following is a quantum chemistry calculation of a cluster of 5 separate species, C36H84BN4 in total in a non-equilibrium geometry, from the Open Molecules 2025 dataset.

## Properties
**ΔE to the lowest compared entry with this formula, charge and spin**: 4.095 eV
**Calculated total energy**: -1664.89899 Ha
**Charge**: +3
**E_HOMO**: -0.6014 Ha
**Orbital gap**: 10.5 eV

```
125
Properties=species:S:1:pos:R:3:forces:R:3:mulliken_charge:R:1
B 0.08541 -1.29447 0.07430 0.087 -0.159 -0.089 1.033
H 0.54078 -1.49502 1.03172 1.552 -0.740 3.878 -0.451
H -0.91215 -1.70040 0.00832 -3.728 -1.820 -0.131 -0.479
H -0.06563 -0.23556 -0.06761 -0.193 4.466 -0.682 -0.445
H 0.74651 -1.75585 -0.64285 2.430 -1.600 -3.097 -0.284
C 3.25747 -4.84169 -2.13835 1.127 0.085 -0.629 -1.400
C 2.24238 -5.31686 -1.16595 -1.142 -0.422 2.240 -0.393
C 0.83484 -4.86905 -1.44869 -1.649 -0.306 -0.525 0.358
N -0.26623 -5.26576 -0.42202 -0.272 -0.349 0.957 0.199
C 0.21251 -4.74340 0.99981 -0.674 -0.331 -0.598 -0.524
C -0.91929 -4.65491 2.09807 2.121 -0.604 -2.286 -0.966
C -2.13341 -3.97589 1.54211 -0.609 0.701 1.090 0.611
C -2.63564 -4.61268 0.23038 -0.174 0.013 2.565 -0.998
C -1.61046 -4.53271 -0.81909 1.670 -0.753 -0.748 -0.295
C -0.54665 -6.82024 -0.43546 0.240 1.321 -0.026 -0.912
H 3.47116 -3.77611 -2.05483 -0.582 0.224 -0.148 0.291
H 3.02052 -5.10912 -3.16812 -0.017 0.107 -0.033 0.354
H 4.24548 -5.24811 -1.92212 -0.134 -0.449 0.023 0.433
H 2.43947 -4.90836 -0.17480 0.539 0.262 -0.008 0.261
H 2.21584 -6.38151 -0.93373 0.437 -0.284 -0.687 0.341
H 0.40737 -5.29917 -2.35443 0.338 0.017 -0.373 0.676
H 0.80960 -3.78355 -1.54436 -0.213 0.057 0.227 -0.845
H 0.64104 -3.76843 0.76764 -0.383 0.225 0.062 0.049
H 1.06704 -5.35256 1.29442 -0.351 -0.349 0.050 0.497
H -0.43692 -4.07867 2.88761 -0.276 -0.248 0.281 0.305
H -1.15611 -5.67363 2.40506 0.039 0.080 0.381 0.443
H -1.96220 -2.90060 1.49158 0.185 -0.004 -0.641 -0.746
H -2.79287 -4.03723 2.40782 -0.990 -0.246 -0.493 0.504
H -3.59516 -4.20146 -0.08317 0.172 0.103 -0.184 0.511
H -2.81198 -5.65856 0.48165 -0.337 -0.130 -0.216 0.308
H -1.30021 -3.51332 -1.04866 -0.132 -0.099 -0.020 -0.236
H -2.00711 -5.08225 -1.67277 0.467 0.253 -0.416 0.710
H -0.99212 -7.13627 -1.37874 0.213 0.488 -0.249 0.380
H -1.30248 -7.05717 0.31333 0.492 0.112 0.247 0.378
H 0.38905 -7.36387 -0.30501 -0.173 0.186 0.298 0.362
C -1.24725 7.35085 -0.53162 -0.099 1.487 -0.454 -1.641
C -0.42290 6.25995 0.09414 -1.135 0.306 0.723 0.337
C 0.91267 6.16105 -0.52359 0.862 -1.157 -0.838 -0.776
N 1.81573 5.04001 0.08382 -0.479 -0.265 -1.488 0.199
C 1.12635 3.66780 -0.28190 0.096 1.290 0.484 -0.687
C 1.98180 2.44695 0.05016 0.511 2.139 -1.167 0.662
C 3.36544 2.57428 -0.65826 -0.986 -0.873 1.295 -0.794
C 4.08285 3.86830 -0.29014 -0.353 -0.201 -0.116 -0.812
C 3.23082 5.10749 -0.59256 -0.110 -0.101 0.765 -0.542
C 1.91818 5.24353 1.58525 0.408 -0.691 -1.884 -1.140
H -1.49195 7.16790 -1.57792 -0.105 -0.336 0.001 0.355
H -0.74319 8.31696 -0.55746 0.124 0.096 0.238 0.436
H -2.17203 7.50092 0.02547 0.008 -0.104 -0.109 0.398
H -1.09482 5.42246 -0.09358 0.652 -0.724 0.521 -0.040
H -0.31404 6.48004 1.15613 -0.325 -0.188 0.093 0.286
H 1.43893 7.11558 -0.52750 0.264 -0.129 0.374 0.636
H 0.75568 5.88764 -1.56700 0.405 -0.036 -0.164 0.292
H 0.82672 3.84250 -1.31525 0.252 -0.531 -0.165 0.310
H 0.20966 3.63780 0.30707 -0.010 0.160 0.000 0.230
H 1.42174 1.56717 -0.26675 0.137 -0.201 0.476 -0.480
H 2.11482 2.57122 1.12486 0.100 -0.953 0.171 0.113
H 3.24664 2.44876 -1.73447 0.043 0.133 -0.069 0.387
H 3.91051 1.71312 -0.27172 0.464 0.075 -0.347 0.424
H 5.01329 3.84384 -0.85740 -0.025 0.669 -0.103 0.463
H 4.39971 3.89158 0.75253 -0.096 -0.238 0.107 0.334
H 3.15825 5.24875 -1.67093 -0.640 -0.008 0.070 0.407
H 3.68323 6.00569 -0.17225 0.028 0.020 -0.073 0.455
H 2.20559 6.29120 1.67408 -0.047 -0.207 0.679 0.288
H 2.70090 4.53305 1.85109 -0.121 0.435 0.738 0.537
H 0.94367 4.97397 1.99238 0.321 0.282 0.289 0.427
C -2.23997 3.43869 -1.71764 0.854 -1.356 -0.790 -0.770
C -2.16792 2.13829 -2.52652 -1.580 -1.208 -1.393 -0.725
C -0.83890 1.44860 -2.81399 0.478 -0.869 -0.699 -0.047
N -0.84483 0.02645 -3.47028 -0.358 -1.571 -0.164 0.621
C 0.65837 -0.45506 -3.42263 -0.686 -0.890 -0.799 -0.541
C 0.91668 -1.79218 -4.23886 -0.616 0.331 1.249 -0.014
C 0.41397 -1.75112 -5.66303 -0.438 1.529 -0.193 -1.075
C -1.06323 -1.26455 -5.71636 0.138 -0.466 0.603 -0.703
C -1.36417 0.02857 -4.94232 2.217 -0.070 0.656 -0.724
C -1.71470 -0.98621 -2.70433 0.016 1.648 0.558 -0.326
H -3.29345 3.69634 -1.60858 0.237 0.069 0.341 0.450
H -1.72346 4.22413 -2.26937 0.074 0.199 0.343 0.424
H -1.73570 3.13509 -0.80023 -0.233 0.901 0.487 -0.284
H -2.75167 2.24070 -3.44132 0.427 0.474 -0.557 0.402
H -2.83968 1.40920 -2.07346 0.264 -0.189 0.759 0.391
H -0.27018 1.28390 -1.89882 0.021 0.063 0.093 -0.221
H -0.19617 1.90389 -3.56746 -0.115 0.905 0.351 0.540
H 1.33622 0.29543 -3.82930 -0.503 0.440 -0.188 0.499
H 0.84333 -0.52001 -2.35040 0.131 -0.441 -0.093 -0.020
H 1.98983 -1.97318 -4.29948 0.066 0.152 0.438 0.587
H 0.48092 -2.63817 -3.70733 -0.016 -0.040 0.198 -0.378
H 1.10327 -1.03715 -6.11382 -0.275 0.143 -0.724 0.379
H 0.55116 -2.70483 -6.17266 -0.135 0.060 0.100 0.415
H -1.49109 -1.05616 -6.69698 0.487 -0.167 -0.293 0.475
H -1.64264 -2.11160 -5.34910 -0.381 0.096 0.238 0.338
H -0.67454 0.77857 -5.32966 -0.640 0.439 -0.650 0.373
H -2.42345 0.27919 -4.99912 0.247 0.275 0.282 0.459
H -1.86199 -0.51446 -1.73281 -0.076 -0.373 0.074 -0.242
H -1.25876 -1.95646 -2.50727 0.116 0.306 -0.585 0.122
H -2.67383 -1.01516 -3.22137 0.147 -0.402 0.088 0.422
C -3.26248 1.11649 1.23129 -0.762 -0.182 -0.628 -1.193
C -2.17990 1.32204 2.24777 1.807 -0.869 0.633 0.341
C -1.54116 -0.04075 2.70870 -1.152 0.795 1.451 0.714
N -0.37848 0.07392 3.72816 -1.167 -0.363 1.192 0.564
C -0.12037 -1.35281 4.24259 0.500 -0.207 -1.241 -0.072
C 0.99865 -1.48892 5.26879 -0.324 1.011 1.036 -0.875
C 0.59007 -0.68964 6.50875 -0.825 1.005 0.129 -0.819
C 0.15165 0.77535 6.15131 0.872 -0.473 0.290 -0.796
C -0.84559 0.90547 4.99278 1.461 0.320 -0.612 -0.595
C 0.85325 0.66454 3.06111 -1.639 0.481 1.148 -0.826
H -2.90734 0.51015 0.39803 0.100 0.062 -0.143 -0.058
H -3.67609 2.04922 0.84784 0.417 0.213 -0.096 0.442
H -4.16751 0.62515 1.58851 0.223 -0.288 0.494 0.438
H -2.50621 1.95984 3.06925 -0.079 -0.273 0.130 0.441
H -1.29432 1.79295 1.82106 -0.255 0.674 -0.517 -0.358
H -1.24156 -0.64409 1.85178 0.276 0.125 0.176 -1.525
H -2.27729 -0.56881 3.31481 -0.206 -0.246 -0.306 0.760
H -1.07403 -1.70919 4.63198 0.052 0.030 0.052 0.559
H 0.09778 -1.85442 3.29977 0.045 -0.467 0.132 -0.119
H 1.20225 -2.49147 5.64499 -0.360 -0.323 -0.731 0.383
H 1.95365 -1.10606 4.90893 -0.015 -0.069 -0.238 0.328
H -0.25698 -1.12138 7.04186 -0.257 -0.498 -0.382 0.348
H 1.34840 -0.71187 7.29141 0.308 0.382 -0.298 0.432
H -0.32690 1.20298 7.03234 -0.069 0.080 -0.045 0.459
H 1.05047 1.37414 6.00414 0.012 0.117 -0.281 0.320
H -1.82429 0.69184 5.42243 -0.227 -0.879 -0.953 0.397
H -0.90522 1.91931 4.59694 0.117 0.101 0.330 0.440
H 0.97910 0.16074 2.10275 0.404 -0.176 0.291 -0.228
H 1.64322 0.65264 3.81204 0.218 -0.153 -0.600 0.720
H 0.53672 1.69551 2.90292 0.431 0.129 -0.207 0.453
```
Positions in Å, forces in eV/Å.

---

The following is a quantum chemistry calculation of a structure of composition H2NO4S2 in a non-equilibrium geometry, from the Open Molecules 2025 dataset.

## Properties
**ΔE to the lowest compared entry with this formula, charge and spin**: 0.000 eV
**Calculated total energy**: -1153.33608 Ha
**Charge**: -1
**E_HOMO (spin up / spin down)**: -0.1498 / -0.1497 Ha
**Orbital gap (spin up / spin down)**: 7.3 / 7.3 eV

```
9
Properties=species:S:1:pos:R:3:forces:R:3:mulliken_charge:R:1
N -1.47631 0.05017 -0.26517 2.317 1.154 -0.161 -0.649
O 0.82049 1.77112 0.73215 0.720 -0.658 0.760 -0.497
O 2.12425 1.00056 -1.08192 0.972 -0.475 -0.743 -0.457
O -0.38546 -2.18488 -0.86114 0.160 0.221 -0.494 -0.650
O -0.45281 -1.54470 1.45944 -0.562 -0.640 2.999 -0.592
S 1.81961 0.77952 0.30880 -2.119 0.836 -0.182 0.589
S -0.20209 -1.12284 0.12658 0.403 0.561 -1.731 0.644
H -1.46002 0.74322 0.53938 0.074 -1.023 -1.099 0.314
H -0.78765 0.50783 -0.95811 -1.967 0.024 0.652 0.297
```
Positions in Å, forces in eV/Å.

---

The following is a quantum chemistry calculation of the molecule C5H4N2, from the Open Molecules 2025 dataset.

## Properties
**ΔE to the lowest compared entry with this formula, charge and spin**: 5.471 eV
**Calculated total energy**: -302.22726 Ha
**Charge**: 0
**E_HOMO**: -0.3267 Ha
**Orbital gap**: 8.6 eV

```
11
Properties=species:S:1:pos:R:3:forces:R:3:mulliken_charge:R:1
C 2.67935 -0.34765 -0.46470 -0.294 0.031 0.059 0.533
C 1.53101 -0.30800 -0.11941 0.485 -0.022 -0.083 -0.783
C 0.14574 -0.24887 0.29135 0.065 -0.111 -0.029 0.094
C -0.88984 -1.19976 -0.19185 -0.095 0.453 -0.238 -0.559
C -1.97625 -0.29685 -0.27302 -0.274 -0.121 -0.063 -0.236
N -1.70526 0.99605 -0.01798 0.245 -0.276 0.060 -0.522
N -0.45168 1.07128 0.28798 -0.058 0.003 -0.021 0.184
H 3.69288 -0.39597 -0.79271 -0.114 0.006 0.057 0.420
H 0.00229 -0.69006 1.30507 0.106 0.184 0.284 0.183
H -2.98568 -0.54174 -0.56451 -0.030 0.046 0.028 0.437
H -0.04255 1.96158 0.53978 -0.035 -0.191 -0.054 0.250
```
Positions in Å, forces in eV/Å.